Record 1
The following is a quantum chemistry calculation of a structure of composition C28H44F5KN4O6STe at a distorted geometry, from the Open Molecules 2025 dataset.

```
90
Properties=species:S:1:pos:R:3:forces:R:3
K -1.11259 -1.10344 0.25055 0.111 0.275 0.437
C -1.32472 3.32598 2.36026 -0.011 -0.006 0.005
C -2.03699 2.50728 3.44302 0.010 -0.008 0.011
C -3.52179 2.40700 3.10958 -0.012 -0.001 0.027
C -1.36135 1.15676 3.61121 0.017 0.032 -0.010
C -0.04968 1.09848 4.07600 -0.014 0.022 0.001
C 0.64373 -0.10058 4.14348 -0.006 -0.007 -0.008
C 0.04433 -1.29770 3.76289 0.001 -0.018 -0.032
C 0.78899 -2.60292 3.73444 0.042 -0.019 0.009
C -1.28289 -1.24864 3.34797 0.016 -0.061 -0.122
C -1.96956 -0.04489 3.26124 0.004 -0.004 -0.014
H -1.80765 4.30035 2.23888 -0.002 0.006 0.009
H -1.35628 2.79626 1.40716 -0.004 0.006 -0.016
H -0.27746 3.49202 2.61106 0.004 -0.003 0.007
H -1.93570 3.03843 4.39901 -0.004 -0.002 -0.018
H -3.65834 1.94601 2.12907 0.000 0.003 -0.016
H -3.96026 3.40716 3.07296 -0.007 0.000 0.000
H -4.06797 1.82218 3.85356 -0.005 -0.001 -0.005
H 0.45824 2.01623 4.35572 -0.002 0.007 0.000
H 1.67964 -0.09928 4.46602 0.004 -0.001 0.000
H 0.37009 -3.30855 4.45614 0.005 0.001 0.006
H 1.84397 -2.45671 3.97201 -0.003 -0.003 -0.003
H 0.70292 -3.06509 2.74642 -0.009 -0.007 0.000
H -1.75127 -2.16754 3.00778 -0.024 -0.007 0.030
H -2.97707 -0.05152 2.86472 -0.020 0.021 0.036
N -0.03438 2.85385 -1.80413 -0.021 -0.064 -0.047
C 0.38996 2.75742 -3.20789 0.067 0.028 0.005
C 0.52091 1.31417 -3.73587 -0.117 0.041 -0.103
O 0.71600 1.20734 -4.97790 0.047 0.000 0.017
N 0.41754 0.38346 -2.82469 0.034 0.033 -0.020
C 0.55475 -0.97089 -3.31728 -0.059 -0.089 0.195
C 0.52760 -1.92856 -2.12208 -0.060 0.168 0.217
O -0.06496 -3.05293 -2.30911 0.083 -0.142 -0.163
O 0.98958 -1.55317 -1.04030 0.361 -0.221 -0.016
H 0.59379 3.44910 -1.27940 0.011 -0.018 0.019
H 0.09930 1.90675 -1.43875 -0.069 0.054 0.013
H 1.37054 3.22350 -3.36948 -0.031 0.017 -0.034
H -0.30971 3.27587 -3.87391 -0.007 -0.015 0.030
H 1.49080 -1.12714 -3.87415 0.016 0.013 0.037
H -0.25002 -1.25646 -4.00293 0.000 0.006 -0.023
C 7.37733 3.99618 4.15998 -0.009 -0.004 -0.012
C 6.39732 4.77350 3.29144 -0.006 0.025 0.001
N 5.61765 3.91659 2.40749 0.096 -0.103 0.036
C 5.88552 4.00412 0.97976 -0.006 0.000 -0.007
C 7.22548 3.40056 0.58344 -0.005 0.004 -0.013
C 4.56488 3.24474 2.96694 -0.244 0.303 -0.063
O 4.26864 3.41885 4.14162 0.067 -0.120 0.028
C 3.76335 2.34603 2.08031 0.125 -0.122 0.005
C 4.30487 1.21646 1.46973 -0.071 0.010 -0.028
C 3.48294 0.43184 0.68439 -0.013 0.039 0.052
C 2.15075 0.80885 0.51492 0.058 -0.163 -0.005
N 1.62382 1.88047 1.10433 -0.011 0.038 0.003
C 2.41774 2.61381 1.87701 -0.005 0.045 0.037
H 7.93711 4.67491 4.80671 0.000 0.005 0.002
H 8.08723 3.43997 3.54620 0.007 -0.006 -0.001
H 6.83354 3.29291 4.78850 -0.004 -0.007 0.006
H 6.93011 5.48953 2.66185 0.000 -0.007 0.002
H 5.70906 5.33041 3.92998 0.004 -0.006 -0.013
H 5.86272 5.06222 0.69401 -0.014 -0.017 -0.004
H 5.07740 3.51521 0.44227 0.009 -0.010 0.003
H 8.05287 3.90941 1.08218 0.004 -0.001 0.004
H 7.37396 3.48985 -0.49342 0.004 0.004 -0.006
H 7.26742 2.34374 0.84714 -0.012 -0.016 0.005
H 5.34678 0.95844 1.62435 0.015 -0.003 -0.011
H 3.83238 -0.46824 0.19765 0.017 -0.003 0.002
H 1.52250 0.18930 -0.12030 -0.038 0.136 -0.111
H 1.96617 3.47439 2.36351 0.015 0.001 -0.003
C -5.10725 -0.04871 -0.95201 -0.018 0.028 0.006
C -3.93284 0.02424 -1.91003 0.005 0.009 -0.030
S -2.69052 1.27424 -1.49200 0.193 -0.171 0.126
O -2.47471 1.11154 -0.00480 -0.209 0.145 -0.170
C -3.64407 2.78744 -1.64631 -0.076 0.048 -0.005
C -3.86753 3.15151 -3.10506 -0.032 0.007 -0.009
H -5.62125 -1.00335 -1.06528 -0.004 0.003 -0.009
H -5.82975 0.75226 -1.12281 0.002 0.003 0.007
H -4.75043 0.02121 0.07658 0.003 -0.002 0.004
H -4.22781 0.21079 -2.94524 0.008 -0.022 -0.010
H -3.35943 -0.90924 -1.89992 -0.005 -0.010 -0.006
H -2.99047 3.51011 -1.15701 0.018 0.017 -0.002
H -4.56482 2.69265 -1.06784 -0.001 0.020 -0.003
H -2.92378 3.11522 -3.65102 0.005 0.003 -0.008
H -4.27116 4.16174 -3.18980 -0.006 -0.002 -0.001
H -4.56896 2.46945 -3.58825 0.001 -0.002 -0.013
F -0.91729 -5.33699 -2.34062 -0.039 -0.115 -0.138
Te -0.72689 -4.41577 -0.72356 -0.211 1.264 0.149
F -0.44791 -6.13969 0.05528 0.077 -0.203 0.017
F -2.50956 -5.06621 -0.48157 -0.181 -0.214 0.066
F 1.17293 -4.63771 -0.88206 0.037 -0.186 -0.088
F -2.12350 -2.83144 -1.14022 -0.064 -0.391 -0.301
O -0.59335 -3.52208 0.83677 0.166 -0.283 0.045
```
Positions in Å, forces in eV/Å.

HOMO   -0.0767 Ha
Net charge   -2
E   -96040.5363 eV
Frontier orbital gap   5.71 eV
ΔE to the lowest compared entry with this formula, charge and spin   163.8 kJ/mol

---

Record 2
The following is a quantum chemistry calculation of a structure of composition C28H44FeI2N3O5S2Si at a distorted geometry, from the Open Molecules 2025 dataset.

```
86
Properties=species:S:1:pos:R:3:forces:R:3
Fe -0.27814 0.18085 -1.30017 -0.551 0.063 -0.580
I -5.35258 -1.96204 -6.64951 0.118 0.080 0.131
C -4.25468 -1.12495 -5.06725 -0.118 -0.026 -0.206
C -4.30956 0.24633 -4.84520 0.042 -0.158 0.002
C -3.59798 0.77727 -3.78788 0.192 0.321 0.388
I -3.67289 2.82513 -3.34841 -0.053 -0.166 -0.095
C -2.80120 -0.02122 -2.94093 -0.288 -0.289 -0.463
O -2.12462 0.47076 -1.95123 0.900 0.454 0.839
C -2.75230 -1.40151 -3.21461 0.045 -0.010 0.069
C -1.87981 -2.24545 -2.32636 -0.350 -0.011 0.024
N -0.47393 -1.78738 -2.34342 0.114 -0.072 -0.103
C 0.09703 -1.80652 -3.69549 0.023 -0.035 -0.181
C -0.17568 -0.49130 -4.37883 0.112 -0.307 0.008
C -0.69818 -0.35780 -5.65335 0.115 0.011 -0.146
C -0.91165 0.91970 -6.14677 0.077 -0.007 0.085
C -0.58239 2.01297 -5.35478 0.009 -0.081 -0.044
C -0.05046 1.78409 -4.09790 -0.019 0.070 -0.152
N 0.14368 0.55219 -3.62638 -0.202 0.507 0.593
C -3.48742 -1.94371 -4.25551 0.029 -0.067 -0.015
H -4.89813 0.88531 -5.48887 -0.020 0.013 0.048
H -2.22761 -2.17497 -1.29342 0.039 -0.053 -0.029
H -1.94603 -3.28913 -2.65038 0.074 -0.009 0.042
H 0.07214 -2.36901 -1.71561 0.032 -0.046 -0.022
H 1.17692 -1.92408 -3.59914 -0.013 -0.030 -0.026
H -0.29078 -2.63154 -4.30015 -0.020 -0.062 0.094
H -0.95016 -1.23523 -6.23485 -0.032 0.013 0.031
H -1.33704 1.05812 -7.13246 -0.020 0.014 0.026
H -0.76183 3.02485 -5.68833 0.039 0.000 -0.013
H 0.22356 2.60041 -3.44004 -0.086 -0.027 0.030
H -3.46156 -3.01340 -4.42934 0.030 0.018 -0.025
C 3.25784 -0.06398 -2.91536 -0.118 -0.145 0.159
C 3.21357 -0.06248 -1.40517 0.101 0.070 -0.022
O 1.97777 -0.61269 -0.91854 -0.250 0.261 -0.375
H 4.18704 0.39001 -3.25935 0.011 -0.025 0.010
H 2.41870 0.49953 -3.30963 0.058 0.054 -0.092
H 3.20797 -1.08565 -3.29793 0.059 0.028 -0.038
H 3.32810 0.95975 -1.03384 -0.043 -0.020 0.019
H 4.03583 -0.66847 -1.01504 -0.014 0.031 0.095
H 1.93607 -0.42047 0.04311 0.054 -0.083 0.050
S -0.21071 4.65497 -0.18145 -0.025 0.153 -0.009
C 0.03281 3.12761 -0.55293 0.176 -0.292 -0.072
N 0.26028 1.99947 -0.83309 -0.124 -0.164 -0.068
C 1.39148 -2.50300 5.08818 -0.042 0.053 -0.038
C 0.56710 -2.48018 3.80624 0.008 -0.135 0.039
C -0.75205 -3.22109 3.99667 0.022 0.098 -0.074
C 1.37046 -3.11115 2.67099 -0.035 0.184 0.014
O 0.24301 -1.10610 3.55049 0.071 -0.047 0.109
Si 0.28242 -0.10736 2.26933 -0.298 -0.129 -0.291
S -0.69701 -1.03117 0.62855 0.013 0.037 0.235
O 1.82210 0.20452 1.77245 0.152 -0.011 -0.020
C 2.80210 1.08414 2.38619 0.156 0.172 0.113
C 2.65895 2.46127 1.75204 -0.105 -0.097 -0.004
C 4.16921 0.47782 2.09541 -0.095 -0.069 -0.033
C 2.59762 1.17123 3.89763 -0.180 -0.132 -0.094
O -0.36985 1.29939 2.72026 0.030 0.166 -0.055
C -1.65428 1.74535 3.19211 -0.141 0.058 0.166
C -1.89004 1.18392 4.59127 0.096 -0.040 -0.104
C -2.75917 1.30540 2.23909 0.151 -0.056 -0.026
C -1.57231 3.26454 3.23579 0.061 -0.052 -0.048
H 1.56164 -3.53153 5.41066 0.005 0.010 0.013
H 0.87179 -1.96242 5.88020 -0.004 -0.024 -0.003
H 2.36007 -2.02867 4.92062 -0.002 -0.012 0.032
H -0.57698 -4.28636 4.15514 -0.013 0.006 0.020
H -1.37039 -3.09165 3.10619 -0.008 -0.045 0.018
H -1.28999 -2.81815 4.85611 -0.006 -0.005 -0.013
H 1.60794 -4.14452 2.92700 0.029 0.006 -0.010
H 2.30301 -2.56326 2.51448 -0.014 -0.029 -0.008
H 0.80105 -3.09778 1.74241 0.014 -0.047 -0.014
H 2.76866 2.39605 0.66796 0.023 0.027 0.024
H 3.41456 3.14301 2.14639 -0.004 -0.004 -0.005
H 1.66780 2.86372 1.96563 0.029 0.041 -0.014
H 4.39297 0.50736 1.02862 -0.002 -0.019 0.017
H 4.19558 -0.56114 2.43112 0.024 0.024 0.008
H 4.94424 1.03316 2.62437 0.010 0.012 -0.033
H 1.65657 1.67082 4.12869 0.029 0.001 0.029
H 3.41505 1.73223 4.35041 0.001 0.024 -0.023
H 2.56972 0.17289 4.33615 0.059 0.024 0.029
H -1.83577 0.09466 4.57307 -0.048 0.013 0.036
H -2.87213 1.48848 4.95576 0.006 0.001 0.013
H -1.12770 1.55449 5.27922 -0.011 -0.017 0.009
H -2.88737 0.22187 2.26519 -0.032 0.021 -0.024
H -2.51121 1.59457 1.21628 -0.040 0.008 -0.003
H -3.70068 1.77904 2.52087 0.004 -0.011 0.013
H -0.74766 3.57747 3.87933 -0.020 0.004 0.004
H -2.50270 3.68048 3.62605 0.016 0.004 0.007
H -1.39985 3.66125 2.23517 -0.008 0.016 0.020
```
Positions in Å, forces in eV/Å.

HOMO (alpha / beta)   -0.2920 / -0.2912 Ha
Net charge   0
E   -124602.6276 eV
Frontier orbital gap (alpha / beta)   8.22 / 6.78 eV
Multiplicity   6
ΔE to the lowest compared entry with this formula, charge and spin   0.0 kJ/mol
<S²>   8.764